Density functional theory data (the ωB97M-V functional and the def2-TZVPD basis) for a 4-piece molecular cluster, C24H57N overall.

```
! RIJCOSX wB97M-V def2-TZVPD def2/J DEFGRID3
* xyz 0 1
C 0.6618 5.2405 -1.2894
C -0.6811 4.5644 -1.0812
N -1.2639 4.5006 0.2793
C -2.6399 4.4799 0.2950
C -3.3253 3.0762 -0.0350
C -0.5516 3.7338 1.2324
C -0.9333 3.9359 2.6782
H 0.5616 6.3413 -1.1507
H 1.1565 5.0322 -2.1986
H 1.4248 4.7744 -0.6256
H -0.5961 3.6651 -1.3110
H -1.2969 5.3434 -1.7038
H -3.1883 5.2195 -0.3739
H -3.1252 5.0064 1.0887
H -4.4172 3.0597 -0.4112
H -3.3889 2.5362 0.8301
H -2.7906 2.7245 -0.8729
H 0.5382 3.6982 1.0267
H -0.8323 2.8283 0.8213
H -2.0029 3.6392 3.1536
H -0.6047 4.9347 3.2908
H -0.3432 3.0624 3.0383
C 0.5408 -0.1919 3.8891
C -0.8461 -0.2301 3.3512
C -1.0617 -1.5277 2.6257
C -0.3210 -1.9498 1.2631
C -0.5520 -3.3448 0.9612
C 0.3516 -3.8027 -0.2508
H 0.6795 -1.1084 4.5324
H 0.7992 0.8512 4.4135
H 1.2273 -0.1025 3.1706
H -0.9720 0.6711 2.7186
H -1.4829 -0.0353 4.1666
H -2.2891 -1.7827 2.6161
H -0.5607 -2.4071 3.2970
H 0.7794 -1.8082 1.2348
H -0.8411 -1.3574 0.5000
H -1.6127 -3.5658 0.7091
H -0.2811 -3.8350 1.8989
H 0.0990 -4.4990 -0.9126
H 1.3711 -4.1248 0.1452
H 0.1301 -3.0611 -1.0210
C 4.6890 -1.6260 3.5408
C 4.4246 -1.4040 2.0785
C 4.6159 -2.6074 1.2489
C 4.0937 -2.2384 -0.2454
C 4.2141 -3.4300 -1.2478
C 3.3788 -3.2588 -2.5078
H 3.9756 -0.9686 4.1376
H 5.5373 -1.2311 4.0180
H 4.5844 -2.6049 3.7728
H 5.0576 -0.5126 1.6252
H 3.3102 -1.0800 1.9185
H 3.8724 -3.2857 1.7544
H 5.6617 -2.9589 1.3204
H 5.0578 -1.5326 -0.6286
H 3.0300 -1.7183 -0.2334
H 4.0289 -4.3199 -0.8777
H 5.1433 -3.4826 -1.6744
H 3.5051 -4.1011 -3.1712
H 3.4323 -2.2774 -3.0304
H 2.4258 -3.4093 -2.2879
C -5.1560 -0.3497 -0.6970
C -3.6809 -0.4876 -1.1505
C -3.3652 -0.1050 -2.5850
C -1.9133 -0.3795 -2.8836
C -1.3529 0.1330 -4.2967
C 0.0363 -0.5071 -4.7315
H -5.6780 0.5994 -1.2983
H -5.0778 -0.2530 0.2049
H -5.9652 -1.0916 -0.9721
H -3.5054 -1.5448 -1.0394
H -3.0407 -0.0620 -0.4449
H -3.4885 0.8274 -3.0033
H -3.9982 -0.6376 -3.3079
H -1.8468 -1.5757 -2.9222
H -1.2482 -0.0500 -2.1983
H -1.2666 1.2920 -4.3288
H -2.0314 -0.2228 -4.9518
H 0.1807 -0.1887 -5.6985
H -0.0010 -1.6165 -4.9416
H 0.8419 0.0822 -4.2541
*
```

Results
Gap between HOMO and LUMO   0.309 Ha
Energy relative to the best compared isomer or geometry (same formula, charge and spin)   70.4 kcal/mol
Highest occupied orbital energy   -7.71 eV
Electronic energy   -1002.9405 Eh
SMILES   CCN(CC)CC.CCCCCC.CCCCCC.CCCCCC

How is the electron density shared among the atoms? According to Mulliken, the charges in e are: -1.3229, -0.6237, 0.1560, -1.0892, -0.8586, -0.4164, -0.8060, 0.3050, 0.4126, 0.3030, 0.6677, 0.2114, 0.3748, 0.5265, 0.3887, 0.3076, 0.1966, 0.3029, 0.3394, 0.2274, 0.2595, 0.1523, -1.3144, 0.2260, -0.4346, 0.6103, -0.6290, -1.2629, 0.3645, 0.3444, 0.2596, -0.3185, 0.3895, 0.0923, 0.1365, -0.0549, -0.2550, 0.2105, 0.4538, 0.8154, 0.1651, 0.1616, -1.3628, 0.5455, -0.8659, -0.3112, -0.7798, -1.3349, 0.2329, 0.3885, 0.4514, 0.2801, -0.3332, 0.3639, 0.2839, 0.2329, 0.1370, 0.5809, 0.5107, 0.4346, 0.3337, 0.2206, -1.7101, 0.1794, -1.1044, -0.4128, -0.7422, -1.3396, 0.2169, 0.6141, 0.3304, 0.4004, 0.1003, 0.6674, 0.3702, 0.1202, 0.4534, 0.2662, 0.4442, 0.5287, 0.3105, 0.3234

=====

Density functional theory data (the ωB97M-V functional and the def2-TZVPD basis) for a 9-piece molecular cluster, C24H58Cl10N2O6 overall.

```
! RIJCOSX wB97M-V def2-TZVPD def2/J DEFGRID3
* xyz 0 1
Cl 1.9828 1.3576 5.1410
C 1.5699 2.3216 3.7086
C 2.1601 1.7480 2.4517
Cl 3.9301 1.6702 2.5124
H 1.9540 3.3292 3.8816
H 0.4960 2.4799 3.6438
H 1.8582 2.3438 1.5929
H 1.7698 0.7416 2.3081
Cl 3.8949 0.5036 -4.4073
C 3.0510 -0.8460 -3.6215
C 1.7090 -1.0663 -4.2892
Cl 0.5847 0.3104 -3.8885
H 2.9321 -0.6326 -2.5591
H 3.6964 -1.7241 -3.6234
H 1.2076 -1.9709 -3.9591
H 1.8857 -1.1164 -5.3604
Cl 4.4440 -1.1717 4.4202
C 3.4048 -2.4318 3.6764
C 4.0813 -3.1385 2.5282
Cl 5.4366 -4.1591 3.0564
H 2.4526 -1.9530 3.4694
H 3.2113 -3.1411 4.4797
H 4.4715 -2.4139 1.8210
H 3.3735 -3.8129 2.0517
Cl 3.3769 -4.3755 -1.5242
C 2.2296 -5.7234 -1.4887
C 0.8294 -5.3041 -1.0423
Cl 0.1937 -4.0257 -2.1324
H 2.6144 -6.4422 -0.7693
H 2.1656 -6.1470 -2.4874
H 0.8881 -4.9092 -0.0294
H 0.1263 -6.1293 -1.0977
Cl -2.1461 -0.8828 -1.1942
C -3.8598 -1.2449 -1.3945
C -4.7821 -0.7156 -0.2911
Cl -4.6682 1.0514 -0.2624
H -3.9967 -2.3099 -1.5836
H -4.1503 -0.7960 -2.3472
H -4.3749 -1.1224 0.6331
H -5.7980 -1.0230 -0.5159
C 1.2115 -1.3340 -0.3669
O 1.9956 -0.6199 0.5735
H 0.4423 -1.9665 0.0743
H 0.7608 -0.5935 -1.0383
H 1.8555 -2.0179 -0.9289
H 2.7693 -0.2575 0.1121
C 3.5009 2.0717 -1.1175
O 4.1553 0.9098 -0.6448
H 2.9817 2.7092 -0.3921
H 4.2254 2.7554 -1.5743
H 2.7758 1.8209 -1.8937
H 5.0230 1.1708 -0.3182
C -0.1224 2.7226 -1.1383
O -1.3592 3.2734 -1.5136
C -1.8321 2.6889 -2.6985
C -3.2319 3.1599 -3.0310
N -3.1739 4.5826 -3.4481
C -4.3756 5.0056 -4.1214
C -4.5314 6.5073 -4.0729
O -4.9179 6.8868 -2.7626
C -5.1684 8.2538 -2.6409
H -0.0296 1.6516 -1.3450
H 0.0736 2.9099 -0.0822
H 0.6962 3.2203 -1.6796
H -1.8441 1.5894 -2.6794
H -1.1818 2.9091 -3.5533
H -3.9713 3.0461 -2.2333
H -3.6339 2.6187 -3.8903
H -3.1402 5.1300 -2.5915
H -5.2800 4.5858 -3.6396
H -4.4912 4.6530 -5.1525
H -5.2633 6.9376 -4.7736
H -3.6266 7.0404 -4.4033
H -5.9008 8.6218 -3.3731
H -4.2790 8.8881 -2.7250
H -5.6243 8.4264 -1.6656
C -2.4402 1.5366 2.4077
O -1.2582 0.9458 2.9049
C -1.1247 -0.4307 2.5773
C -0.2923 -1.1596 3.6139
N -0.0571 -2.5382 3.1135
C 0.3534 -3.4257 4.1928
C 0.8136 -4.7673 3.6726
O 2.0631 -4.6607 3.0172
C 2.6408 -5.9124 2.7603
H -2.4712 2.5709 2.7483
H -3.3795 1.0668 2.7169
H -2.3830 1.5444 1.3146
H -0.6680 -0.4659 1.5825
H -2.1255 -0.8758 2.5799
H -0.7519 -1.1932 4.6004
H 0.7381 -0.7950 3.7036
H 0.6949 -2.4872 2.4327
H -0.5170 -3.6038 4.8328
H 1.0926 -2.9775 4.8735
H 0.1015 -5.2263 2.9750
H 0.8583 -5.4676 4.5179
H 3.6323 -5.7496 2.3423
H 2.0525 -6.5174 2.0575
H 2.7334 -6.4963 3.6839
*
```

Results
Gap between HOMO and LUMO   0.331 Ha
Energy relative to the best compared isomer or geometry (same formula, charge and spin)   0.0 kcal/mol
Highest occupied orbital energy   -8.71 eV
Electronic energy   -6111.9833 Eh
SMILES   COCCNCCOC.COCCNCCOC.ClCCCl.ClCCCl.ClCCCl.ClCCCl.ClCCCl.CO.CO

Mulliken atomic charge list, values in e, 99 entries: -0.1774, -0.4583, 1.0113, -0.1455, 0.4798, 0.1928, -0.2056, -0.7950, -0.1794, 0.2480, -0.4329, -0.0655, -0.3942, 0.3374, 0.0473, 0.4363, -0.1752, 0.4597, 0.5958, -0.2099, -0.7213, 0.3370, 0.3331, -0.4572, -0.1399, -0.5396, -0.1160, -0.1347, 0.3082, 0.3915, -0.2153, 0.4446, 0.1518, -0.9857, -0.3482, -0.1227, 0.3627, 0.3449, 0.2073, 0.3820, 0.1487, 0.1437, 0.5072, -0.4033, -0.0947, -0.1725, -0.5203, -0.4637, 0.2005, 0.5109, 0.0312, 0.2434, -0.1691, -0.4252, 0.0292, -1.0356, -0.3447, -0.5664, -0.7329, -0.2725, -0.7762, -0.1025, 0.0813, 0.4292, 0.0850, 0.2464, 0.4450, 0.4063, 0.2749, 0.2900, 0.3971, 0.5156, 0.3553, 0.3058, 0.3044, 0.2425, -0.6505, -0.2516, 0.0456, -0.1175, -0.2188, -0.6173, -1.0355, -0.0005, -0.8485, 0.3032, 0.3153, 0.1218, -0.2917, 0.4039, 0.4962, -0.3419, -0.0054, 0.5476, 0.2695, 0.3802, 0.4740, 0.3282, 0.2809

=====

Which of these has the highest highest occupied orbital energy?
C24H57N

=====

Look up the electronic energy of the first one.
-1002.9405 Eh

=====

Among the records above, which one has the highest electronic energy?
C24H57N

=====

Among the records above, which one has the highest energy relative to the best compared isomer or geometry (same formula, charge and spin)?
C24H57N